This record from the Open Molecules 2025 dataset describes C10H31F2NO17P3S2Ti as an isolated structure. The level of theory is ωB97M-V with the def2-TZVPD basis set.

Each line ends with the Löwdin charge.
Atoms and positions in Å:
Ti1 0.04 -0.53 0.82  0.951
N1 0.16 -1.81 2.57  -0.443
S1 -0.45 -2.77 3.73  0.467
O1 -0.08 -2.53 5.09  -0.293
O2 -0.93 -4.04 3.28  -0.303
F1 -1.90 -1.92 3.74  -0.278
S2 1.69 -2.62 2.74  0.534
O3 1.95 -4.01 2.40  -0.330
O4 2.64 -1.88 3.53  -0.325
F2 2.06 -2.01 1.18  -0.330
C1 -2.48 -3.29 0.60  -0.097
O5 -2.03 -1.95 0.82  -0.223
H1 -3.30 -3.52 1.29  0.091
H2 -2.74 -3.37 -0.45  0.074
H3 -1.70 -4.02 0.82  0.084
H4 -1.57 -1.93 1.68  -0.011
C2 0.83 1.72 -2.72  -0.080
O6 -0.10 0.76 -3.25  -0.174
P1 0.03 -0.73 -2.76  0.350
O7 0.26 -0.86 -1.32  -0.258
O8 -1.28 -1.40 -3.29  -0.172
C3 -2.56 -1.00 -2.80  -0.068
O9 1.14 -1.34 -3.67  -0.175
C4 1.68 -2.64 -3.37  -0.056
H5 0.56 1.95 -1.68  0.074
H6 0.80 2.57 -3.38  0.099
H7 1.85 1.34 -2.70  0.073
H8 -3.24 -1.83 -2.96  0.095
H9 -2.93 -0.15 -3.37  0.094
H10 -2.55 -0.77 -1.74  0.072
H11 1.40 -3.00 -2.38  0.094
H12 2.76 -2.60 -3.43  0.090
H13 1.30 -3.35 -4.11  0.095
C5 3.36 3.06 -0.45  -0.087
O10 4.01 2.06 0.30  -0.183
P2 3.31 0.81 0.99  0.342
O11 1.86 0.79 0.75  -0.273
O12 3.68 0.91 2.48  -0.168
C6 5.04 0.84 2.95  -0.046
O13 4.12 -0.42 0.49  -0.181
C7 3.96 -0.84 -0.86  -0.070
H14 2.39 3.34 -0.03  0.087
H15 3.24 2.75 -1.50  0.075
H16 3.99 3.94 -0.45  0.093
H17 5.13 -0.08 3.52  0.099
H18 5.23 1.71 3.58  0.093
H19 5.75 0.87 2.13  0.087
H20 3.45 -1.80 -0.89  0.086
H21 4.95 -0.97 -1.31  0.099
H22 3.42 -0.10 -1.46  0.075
C8 -4.74 2.58 -1.08  -0.071
O14 -3.62 1.73 -0.86  -0.207
P3 -2.81 1.81 0.50  0.331
O15 -1.56 1.06 0.38  -0.254
O16 -3.75 1.38 1.64  -0.175
C9 -4.29 0.04 1.78  -0.029
O17 -2.65 3.33 0.82  -0.181
C10 -1.78 4.16 0.05  -0.067
H23 -5.41 2.07 -1.77  0.094
H24 -4.42 3.53 -1.50  0.085
H25 -5.32 2.71 -0.17  0.097
H26 -4.28 -0.50 0.83  0.086
H27 -5.29 0.14 2.19  0.096
H28 -3.67 -0.50 2.49  0.085
H29 -0.85 3.62 -0.19  0.079
H30 -1.54 5.03 0.64  0.097
H31 -2.25 4.44 -0.89  0.088

Properties
frontier orbital gap (spin up / spin down)	4.59 / 8.33	eV
2S+1	4

***

This record from the Open Molecules 2025 dataset describes a 3-piece molecular cluster, C10H31O11P4 overall. The level of theory is ωB97M-V with the def2-TZVPD basis set.

Each line ends with the Löwdin charge.
Atoms and positions in Å:
O1 3.11 1.01 -2.78  -0.630
P1 2.45 0.14 -3.83  0.499
P2 1.80 -1.92 -2.90  0.198
C1 -0.06 -1.48 -3.02  -0.456
C2 -0.90 -2.74 -2.83  -0.282
C3 -2.35 -2.58 -3.35  -0.128
C4 -3.03 -1.38 -2.79  -0.565
O2 -2.86 -0.26 -3.17  0.099
O3 -3.90 -1.65 -1.81  0.087
H1 3.39 -0.09 -4.88  -0.065
H2 1.36 0.89 -4.34  -0.059
H3 1.76 -2.56 -4.24  -0.059
H4 3.24 -2.21 -2.81  -0.085
H5 1.90 -1.26 -1.58  -0.065
H6 1.48 -3.19 -2.24  -0.059
H7 -0.33 -1.04 -3.98  0.061
H8 -0.25 -0.72 -2.26  0.061
H9 -0.96 -3.04 -1.79  0.106
H10 -0.43 -3.50 -3.46  0.087
H11 -2.91 -3.49 -3.11  0.109
H12 -2.37 -2.49 -4.43  0.121
H13 -4.08 -0.79 -1.36  0.090
C5 2.32 1.34 0.25  -0.080
O4 2.56 0.69 1.55  -0.220
P3 3.94 0.99 2.27  0.384
O5 4.30 -0.19 3.06  -0.241
O6 3.42 2.23 3.18  -0.245
C6 2.51 1.94 4.22  -0.122
O7 5.25 1.78 1.84  -0.203
C7 5.76 1.56 0.50  -0.074
H14 1.35 1.03 -0.12  0.061
H15 2.34 2.43 0.37  0.099
H16 3.08 1.03 -0.47  0.039
H17 2.61 0.92 4.57  0.081
H18 1.48 2.11 3.88  0.072
H19 2.72 2.63 5.04  0.081
H20 5.04 1.87 -0.25  0.076
H21 6.02 0.51 0.36  0.096
H22 6.66 2.17 0.39  0.084
C8 -3.58 1.90 3.66  -0.096
O8 -4.28 1.48 2.47  -0.211
P4 -3.51 0.53 1.40  0.405
O9 -4.05 0.88 0.09  -0.226
O10 -4.05 -0.86 1.98  -0.237
C9 -5.44 -1.16 1.84  -0.106
O11 -2.03 -0.02 1.28  -0.179
C10 -0.93 0.89 1.52  -0.064
H23 -4.26 2.53 4.23  0.085
H24 -3.29 1.04 4.26  0.094
H25 -2.70 2.49 3.40  0.076
H26 -5.87 -0.64 0.99  0.083
H27 -5.98 -0.88 2.75  0.082
H28 -5.53 -2.23 1.70  0.088
H29 -0.96 1.27 2.54  0.072
H30 -0.96 1.72 0.82  0.102
H31 0.00 0.34 1.38  0.076

Properties
frontier orbital gap	5.90	eV
total charge	-1

***

This record from the Open Molecules 2025 dataset describes C10H32AlIN11O6 as an isolated structure. The level of theory is ωB97M-V with the def2-TZVPD basis set.

Each line ends with the Löwdin charge.
Atoms and positions in Å:
C1 3.17 -1.04 0.82  -0.125
C2 2.96 0.40 0.34  -0.273
C3 1.83 1.16 1.03  -0.356
N1 0.53 0.83 0.41  -0.130
Al1 -0.56 -0.16 1.61  0.158
C4 -2.08 -1.10 0.54  -0.287
C5 -2.16 -2.48 0.91  -0.922
O1 -1.98 -3.47 0.24  -0.061
I1 -2.65 -2.74 3.05  0.682
H1 2.52 -1.70 0.26  0.054
H2 4.20 -1.33 0.61  0.050
H3 2.95 -1.13 1.87  0.049
H4 2.67 0.37 -0.70  0.089
H5 3.89 0.97 0.43  0.072
H6 1.81 0.92 2.10  0.073
H7 2.05 2.21 0.93  0.063
H8 0.06 1.70 0.20  0.019
H9 0.36 -1.31 2.26  -0.069
H10 -1.14 0.74 2.84  -0.095
H11 -1.93 -1.03 -0.54  0.068
H12 -3.02 -0.64 0.83  0.014
C6 3.13 4.96 0.70  -0.674
O2 2.08 4.48 1.10  0.038
N2 3.79 5.96 1.37  0.135
N3 3.75 4.51 -0.44  0.157
H13 4.65 6.36 1.06  0.079
H14 3.37 6.30 2.21  0.094
H15 3.31 3.75 -0.93  0.092
H16 4.61 4.87 -0.79  0.083
C7 -5.68 0.26 2.57  -0.677
O3 -4.73 0.36 1.82  0.020
N4 -5.54 -0.03 3.90  0.154
N5 -6.98 0.42 2.14  0.139
H17 -6.31 -0.12 4.53  0.086
H18 -4.60 -0.16 4.24  0.082
H19 -7.11 0.67 1.17  0.098
H20 -7.78 0.34 2.73  0.086
C8 6.11 2.01 -1.59  -0.677
O4 4.96 2.22 -1.92  0.028
N6 6.61 2.41 -0.38  0.153
N7 7.00 1.35 -2.40  0.146
H21 7.55 2.23 -0.08  0.087
H22 5.97 2.87 0.24  0.087
H23 6.66 1.03 -3.29  0.098
H24 7.95 1.15 -2.15  0.085
C9 -0.63 -4.26 -3.34  -0.684
O5 -1.68 -4.89 -3.40  0.009
N8 -0.27 -3.51 -2.27  0.174
N9 0.27 -4.27 -4.38  0.129
H25 0.58 -2.99 -2.23  0.096
H26 -0.89 -3.46 -1.48  0.062
H27 0.04 -4.81 -5.19  0.088
H28 1.14 -3.76 -4.37  0.081
C10 -6.04 -2.04 -1.45  -0.680
O6 -7.07 -1.65 -2.01  -0.011
N10 -5.80 -1.81 -0.13  0.176
N11 -5.07 -2.74 -2.11  0.162
H29 -4.97 -2.12 0.34  0.076
H30 -6.48 -1.30 0.39  0.065
H31 -5.21 -2.93 -3.08  0.097
H32 -4.22 -3.06 -1.67  0.088

Properties
frontier orbital gap	6.34	eV
total charge	-1

***

This record from the Open Molecules 2025 dataset describes C10H32BBaF4N6O5 as an isolated structure. The level of theory is ωB97M-V with the def2-TZVPD basis set.

Each line ends with the Löwdin charge.
Atoms and positions in Å:
Ba1 20.95 19.19 -0.10  2.054
B1 20.20 22.49 2.13  -1.215
F1 20.83 23.66 1.76  0.157
F2 21.05 21.74 3.03  0.047
F3 18.96 22.68 2.71  0.146
F4 20.05 21.64 0.99  -0.021
C1 17.15 19.07 -0.42  -0.626
O1 18.36 19.08 -0.71  -0.209
N1 16.67 19.78 0.63  0.206
N2 16.25 18.40 -1.20  0.179
H1 15.70 19.70 0.89  0.116
H2 17.35 20.33 1.13  0.119
H3 16.62 17.90 -1.98  0.108
H4 15.27 18.35 -0.97  0.111
C2 19.84 20.62 -3.49  -0.640
O2 20.56 20.28 -2.54  -0.161
N3 18.52 20.30 -3.49  0.184
N4 20.31 21.30 -4.57  0.180
H5 17.91 20.54 -4.25  0.111
H6 18.18 19.92 -2.63  0.064
H7 19.61 21.73 -5.16  0.107
H8 21.24 21.65 -4.68  0.115
C3 21.18 15.92 -4.06  -0.050
C4 21.61 16.54 -2.72  -0.415
C5 22.64 17.62 -2.98  -0.202
O3 23.06 18.18 -1.73  -0.322
C6 24.25 18.95 -1.89  -0.077
N5 20.43 17.04 -1.97  -0.031
H9 22.03 15.51 -4.61  0.087
H10 20.68 16.65 -4.69  0.086
H11 20.47 15.11 -3.85  0.084
H12 22.09 15.74 -2.16  0.139
H13 22.22 18.40 -3.62  0.130
H14 23.50 17.13 -3.45  0.135
H15 24.01 19.96 -2.24  0.101
H16 24.95 18.52 -2.60  0.098
H17 24.73 19.01 -0.91  0.076
H18 19.72 17.25 -2.68  0.072
H19 19.99 16.23 -1.52  0.087
C7 24.72 19.83 3.26  -0.048
C8 24.09 19.29 1.99  -0.413
C9 23.34 17.99 2.25  -0.222
O4 22.83 17.42 1.07  -0.320
C10 22.24 16.15 1.31  -0.089
N6 23.20 20.31 1.38  -0.018
H20 25.42 20.63 3.04  0.089
H21 25.27 19.10 3.86  0.086
H22 23.99 20.31 3.91  0.091
H23 24.89 19.08 1.28  0.131
H24 22.55 18.20 2.99  0.133
H25 24.07 17.33 2.75  0.138
H26 21.27 16.22 1.81  0.096
H27 22.89 15.54 1.94  0.101
H28 22.06 15.67 0.35  0.081
H29 23.75 21.03 0.92  0.095
H30 22.72 20.77 2.15  0.057
O5 20.14 19.47 2.53  -0.190
H31 20.50 20.28 2.95  0.006
H32 19.56 19.07 3.19  0.066

Properties
frontier orbital gap	10.19	eV
total charge	+1

***

no.,calculated total energy (hartree)
1,-4603.33540
2,-2592.74403
3,-1994.39514
4,-1555.04863